{
  "formula": "C44H70N4O18",
  "method": "ωB97M-V/def2-TZVPD",
  "relative_energy_kcal_mol": 72.1,
  "e_tot_ev": -89555.9351,
  "homo_lumo_gap_ev": 8.5,
  "elements": ["O", "N", "O", "C", "C", "C", "C", "C", "C", "H", "H", "H", "H", "H", "O", "N", "O", "C", "C", "C", "C", "C", "C", "H", "H", "H", "H", "H", "O", "N", "O", "C", "C", "C", "C", "C", "C", "H", "H", "H", "H", "H", "O", "N", "O", "C", "C", "C", "C", "C", "C", "H", "H", "H", "H", "H", "C", "O", "C", "C", "O", "C", "H", "H", "H", "H", "H", "H", "H", "H", "H", "H", "C", "O", "C", "C", "O", "C", "H", "H", "H", "H", "H", "H", "H", "H", "H", "H", "C", "O", "C", "C", "O", "C", "H", "H", "H", "H", "H", "H", "H", "H", "H", "H", "C", "O", "C", "C", "O", "C", "H", "H", "H", "H", "H", "H", "H", "H", "H", "H", "C", "O", "C", "C", "O", "C", "H", "H", "H", "H", "H", "H", "H", "H", "H", "H"],
  "xyz": [[1.571485, -6.808194, -3.810434], [1.441064, -7.528479, -2.807270], [1.827285, -8.704189, -2.720539], [0.811777, -6.941872, -1.548556], [0.213943, -7.796672, -0.605493], [-0.295671, -7.310323, 0.572409], [-0.351872, -5.940443, 0.854721], [0.235238, -5.111956, -0.071016], [0.843628, -5.584114, -1.215245], [0.010190, -8.839010, -0.801538], [-0.867888, -7.883039, 1.287220], [-0.778668, -5.523397, 1.754894], [0.332910, -4.067213, 0.184664], [1.210332, -4.764255, -1.815034], [-5.689561, 6.615655, 3.213705], [-6.204685, 5.823762, 4.008829], [-5.871980, 4.648240, 4.186373], [-7.519709, 6.310287, 4.588396], [-7.780370, 7.631989, 4.454859], [-9.118145, 8.050393, 4.606905], [-10.161707, 7.144737, 4.988087], [-9.798078, 5.829990, 5.209484], [-8.506237, 5.355369, 4.991096], [-7.126210, 8.361498, 4.000665], [-9.484657, 9.024934, 4.319997], [-11.201096, 7.387508, 5.152800], [-10.575400, 5.121392, 5.454564], [-8.331785, 4.289669, 4.974823], [6.265543, -4.838061, 1.826415], [6.045718, -6.030975, 2.020255], [5.551108, -6.574794, 3.015274], [6.415746, -7.013310, 0.880921], [7.198990, -6.619872, -0.243630], [7.575599, -7.449686, -1.253242], [7.059105, -8.731357, -1.272001], [6.255581, -9.228657, -0.160748], [5.912228, -8.358168, 0.925173], [7.367750, -5.567282, -0.416751], [8.297113, -7.108292, -1.980748], [7.442491, -9.372647, -2.051846], [5.914236, -10.253280, -0.165889], [5.278704, -8.690330, 1.734323], [7.808056, -2.871057, -4.286866], [7.972085, -2.758018, -5.480596], [8.350579, -1.729622, -6.087421], [7.644121, -3.945135, -6.332493], [7.817982, -3.890630, -7.752465], [7.711278, -4.978467, -8.544955], [7.199505, -6.126469, -7.870776], [6.818128, -6.243318, -6.565093], [7.047130, -5.059177, -5.756427], [8.245243, -3.024377, -8.235650], [8.177243, -4.967823, -9.519207], [7.103676, -6.994432, -8.506278], [6.600609, -7.214641, -6.146026], [6.821722, -5.159774, -4.705024], [-2.190705, 1.235608, 6.809396], [-3.563722, 1.242182, 6.962474], [-4.305006, 0.005310, 6.721374], [-5.790406, -0.105012, 7.120913], [-6.649304, 0.461628, 6.142288], [-6.943410, -0.364264, 5.014530], [-1.891421, 2.254008, 7.057131], [-2.051807, 0.981044, 5.758690], [-1.625940, 0.501462, 7.384016], [-3.757206, -0.725551, 7.316230], [-4.254356, -0.107334, 5.638393], [-5.961683, 0.434170, 8.052596], [-6.119716, -1.112642, 7.374548], [-7.806591, 0.019072, 4.470416], [-7.254492, -1.346239, 5.370963], [-6.180456, -0.428090, 4.238691], [-4.284581, 5.666823, -5.363234], [-4.431780, 4.920770, -4.120314], [-5.750309, 4.828064, -3.544246], [-5.818650, 4.200946, -2.062831], [-7.088800, 3.631691, -1.835693], [-7.110712, 2.508328, -0.959625], [-3.232860, 5.537856, -5.618854], [-4.386209, 6.740907, -5.207911], [-4.941606, 5.368058, -6.180038], [-6.528880, 4.471257, -4.218487], [-6.192402, 5.824376, -3.545857], [-5.675932, 4.977664, -1.311542], [-4.983449, 3.500723, -2.078123], [-8.147923, 2.400492, -0.642335], [-6.648369, 2.715505, 0.005474], [-6.687278, 1.629438, -1.445776], [-1.153107, 1.561741, 1.022591], [-0.047357, 0.706878, 0.674115], [1.166799, 1.394843, 0.822578], [2.257768, 0.317728, 0.574118], [2.437515, -0.084358, -0.812543], [3.532099, -0.904451, -0.954736], [-1.074716, 2.534988, 0.538079], [-1.063069, 1.683993, 2.101961], [-2.113696, 1.056856, 0.920363], [1.322250, 1.796977, 1.823695], [1.264417, 2.223309, 0.121004], [2.000474, -0.523822, 1.217307], [3.175879, 0.660056, 1.051584], [4.365349, -0.515529, -1.539999], [3.156663, -1.728600, -1.561308], [3.871241, -1.342054, -0.015807], [3.566930, 3.561302, 4.786506], [3.594604, 4.646811, 3.849775], [4.159615, 5.809554, 4.395794], [3.253644, 6.657571, 5.314181], [2.156041, 7.295754, 4.767102], [1.236299, 6.415021, 4.049721], [4.514980, 3.450470, 5.312820], [3.412058, 2.667442, 4.182245], [2.721744, 3.664338, 5.467030], [4.334673, 6.369760, 3.477310], [5.105939, 5.647821, 4.911929], [3.867079, 7.485350, 5.669937], [2.942544, 5.990438, 6.118086], [1.843722, 5.950366, 3.273035], [0.380537, 6.972966, 3.669641], [0.774722, 5.617365, 4.631772], [-0.866115, -0.151600, -4.248994], [-0.787610, -0.426066, -5.642088], [0.396808, -1.159434, -6.100689], [1.649605, -0.333493, -6.501578], [1.468507, 0.720595, -7.471548], [1.495876, 2.021374, -6.824825], [-1.832942, 0.309013, -4.046059], [-0.145591, 0.602267, -3.931755], [-0.677003, -1.067938, -3.689831], [0.135843, -1.642383, -7.042372], [0.742832, -1.942793, -5.426364], [2.309069, -1.030773, -7.018291], [2.158243, 0.071120, -5.626556], [0.770155, 2.109412, -6.016328], [1.268006, 2.727277, -7.623489], [2.475236, 2.291673, -6.429972]],
  "forces_ev_per_a": [[-0.354, -1.138, 1.964], [0.449, -0.011, -0.222], [-0.770, 1.887, -0.229], [-0.071, 0.100, 0.654], [0.038, -0.499, -0.797], [-1.390, 1.310, 0.974], [0.824, -0.635, -0.686], [0.295, 0.390, 0.910], [-0.106, 0.173, -1.137], [0.542, -0.118, -0.282], [0.317, -0.852, -0.229], [-0.108, -0.235, 0.064], [-0.148, 0.228, -0.346], [0.524, -0.572, -0.635], [0.113, -1.194, 1.219], [-0.679, -0.493, -1.014], [-0.236, 1.874, 0.011], [0.052, -2.559, 0.331], [-2.208, 1.707, -0.684], [-1.710, -1.122, 0.469], [2.231, 0.500, 0.009], [0.207, -0.639, -0.116], [0.669, 1.409, -0.712], [0.468, -0.340, 0.275], [0.621, 0.377, 0.151], [0.075, 0.542, -0.287], [0.017, -0.167, 0.127], [0.398, 0.086, 0.205], [-0.413, -1.568, 0.670], [0.101, -1.105, -0.911], [0.728, 1.456, -1.283], [-0.164, -1.246, -1.034], [-1.492, 1.881, 2.107], [-0.373, -1.119, 0.062], [-0.230, -1.100, 2.070], [0.752, 2.201, -0.652], [1.266, 0.753, -1.480], [0.478, 0.223, 0.658], [-0.263, 0.059, -0.279], [-0.477, -0.435, -0.020], [-0.073, 0.031, 0.009], [0.134, -0.003, 0.059], [0.271, 0.262, -0.253], [-0.057, 1.011, -1.757], [-0.574, -1.912, 1.443], [-1.199, -0.364, -0.884], [1.475, 1.622, 1.137], [-0.708, -1.381, 2.087], [0.174, -0.918, -2.390], [1.303, 2.671, 0.572], [0.230, -1.524, -0.518], [-0.018, 0.440, 0.525], [-0.630, -0.239, -0.226], [0.028, -0.401, 0.058], [-0.496, 0.228, 0.111], [0.178, 0.492, 0.113], [-0.251, -0.345, -1.081], [-3.186, 0.012, 1.520], [1.182, 0.383, 0.237], [0.348, 1.455, -0.138], [-0.206, 0.017, -0.490], [-0.481, 0.035, 0.432], [0.349, -0.190, -0.202], [0.921, 0.287, -0.345], [-0.156, -0.142, 0.487], [0.062, -0.651, -0.467], [0.192, -0.785, -0.090], [0.009, 0.400, -0.077], [0.472, -0.481, -0.431], [-0.107, 0.461, 0.394], [0.279, -0.338, -0.117], [0.563, -0.107, 0.365], [0.317, -0.199, 1.396], [-0.669, -0.356, -0.155], [-0.784, 1.516, 0.231], [0.426, 0.667, -2.156], [0.080, -0.367, -0.201], [-0.396, 0.921, 0.219], [-0.167, -0.300, -0.236], [-0.409, 0.137, 0.257], [-0.080, -0.360, 0.156], [0.396, -1.651, -0.189], [0.442, 0.834, 0.793], [0.413, 0.065, -0.070], [-0.067, -0.396, 0.488], [-0.153, -0.459, -0.603], [0.757, 0.076, -0.077], [-0.096, -0.130, 0.162], [0.884, -0.730, 1.047], [-1.238, 0.718, -0.200], [1.096, -1.651, -1.033], [-0.208, 0.731, 0.053], [-1.048, 2.022, 2.080], [0.198, -1.859, -0.845], [-0.293, -0.073, -0.215], [-0.092, 0.588, 0.278], [0.226, -0.021, -0.744], [-0.158, -0.039, 0.349], [-0.065, 0.113, -0.226], [-0.376, -0.491, -0.321], [0.504, 0.371, -0.565], [0.109, 0.643, 0.316], [0.248, -0.476, -0.073], [0.205, 0.139, 0.088], [-0.400, 0.074, -1.039], [0.312, -1.226, 1.144], [-0.775, 1.423, -1.104], [0.803, -0.797, -0.019], [-1.908, -0.360, -1.022], [0.935, 0.371, -0.007], [0.031, 0.160, 0.161], [-0.038, -0.069, 0.115], [0.111, -0.015, 0.272], [0.432, 0.530, 0.174], [0.138, -0.291, 0.073], [0.161, -0.230, 0.422], [-0.049, 0.084, 0.572], [-0.641, -0.009, -0.300], [0.478, 0.430, -0.112], [0.395, -0.094, 0.661], [0.579, 0.125, -0.492], [1.237, -0.691, -0.481], [-0.374, 1.415, -0.775], [-0.279, 0.459, -0.217], [-0.175, 0.413, 1.686], [-0.254, -0.523, -1.028], [-0.158, -0.482, -0.080], [0.402, 0.013, -0.010], [-0.289, 0.007, 0.310], [-0.644, -0.059, 0.158], [-0.232, 0.020, 0.438], [0.146, -0.288, 0.314], [0.126, -0.003, 0.106], [-0.196, -0.138, -0.080], [-0.145, 0.064, 0.163], [0.268, -0.335, 0.018]]
}